One molecule with the formula C4H9N, computed with ωB97M-V/def2-TZVPD.

Structure (XYZ):
```
14
Properties=species:S:1:pos:R:3:forces:R:3
C 0.7009 -0.7685 1.9466 0.7 -0.6 -0.2
C -0.1632 -0.2686 1.0743 -0.1 0.7 0.2
N -0.4770 -0.7417 -0.1843 -0.2 -0.3 -0.3
C -0.6071 0.2438 -1.2545 0.6 0.3 -0.1
C 0.4612 1.3479 -1.1939 -0.2 -0.2 0.0
H 0.9621 -0.3102 2.8854 -0.4 0.1 0.1
H 1.3164 -1.6229 1.6728 -0.1 0.0 0.0
H -0.6991 0.6461 1.3174 0.0 0.0 0.0
H 0.0148 -1.5757 -0.4677 0.1 0.1 0.1
H -0.4824 -0.2521 -2.2171 -0.2 -0.3 0.1
H -1.6047 0.6815 -1.2615 -0.1 0.0 0.1
H 0.1995 2.1181 -0.4719 0.1 0.0 0.1
H 1.4297 0.9212 -0.9330 0.0 0.0 0.1
H 0.5707 1.8120 -2.1659 -0.1 0.2 -0.2
```
Forces are in eV/Å.

Energy above the lowest of the compared OMol25 structures with the same formula, charge and spin, eV: 0.6511
E_LUMO, eV: 1.195
Gap between HOMO and LUMO, eV: 9.3
Net charge: 0
HOMO, eV: -8.1
Multiplicity: 1
SMILES string: C=CNCC
Molar mass, Da: 71.12